Computed, not measured: a structure of composition C18H44BNO15Si2 at a distorted geometry, with ωB97M-V/def2-TZVPD.

Results
E_HOMO: -9.28 eV
calculated total energy: -2499.6676 hartree

```
! RIJCOSX wB97M-V def2-TZVPD def2/J DEFGRID3
* xyz 0 1
N -0.362 -3.611 1.711
C -0.513 -2.319 0.976
Si -1.888 -1.265 1.725
O -3.011 -0.745 0.601
Si -4.116 -1.861 0.039
C -5.374 -2.352 1.351
B -5.174 -3.862 1.738
O -5.371 -4.832 0.777
O -4.812 -4.275 2.981
H 0.613 -3.752 1.940
H -0.620 -4.367 1.093
H 0.415 -1.764 1.059
H -0.653 -2.506 -0.086
H -1.258 -0.045 2.275
H -2.522 -1.964 2.865
H -4.845 -1.204 -1.067
H -3.470 -3.065 -0.527
H -5.366 -1.676 2.200
H -6.353 -2.278 0.886
H -4.560 -5.354 0.682
H -4.549 -3.506 3.509
C -8.798 1.613 -4.969
C -8.048 0.300 -4.939
O -6.626 0.491 -5.030
C -6.029 0.897 -3.910
O -6.559 1.085 -2.849
O -4.728 1.055 -4.175
C -3.979 1.566 -3.063
H -8.524 2.187 -5.854
H -9.872 1.432 -4.988
H -8.568 2.218 -4.093
H -8.306 -0.303 -5.807
H -8.283 -0.278 -4.046
H -4.130 0.957 -2.177
H -4.259 2.598 -2.860
H -2.930 1.533 -3.342
C 3.723 0.402 5.698
C 4.028 -0.936 5.061
O 3.391 -1.080 3.777
C 3.982 -0.440 2.774
O 4.998 0.202 2.846
O 3.258 -0.631 1.671
C 3.737 0.074 0.521
H 2.645 0.555 5.763
H 4.145 0.444 6.701
H 4.140 1.223 5.117
H 3.622 -1.743 5.667
H 5.101 -1.098 4.960
H 4.784 -0.150 0.335
H 3.599 1.145 0.650
H 3.138 -0.269 -0.317
C 10.005 2.151 8.258
C 8.594 2.694 8.328
O 8.163 3.237 7.072
C 7.808 2.339 6.151
O 7.787 1.144 6.301
O 7.467 2.994 5.046
C 7.126 2.146 3.938
H 10.689 2.918 7.894
H 10.335 1.829 9.246
H 10.064 1.300 7.582
H 8.545 3.528 9.026
H 7.888 1.935 8.662
H 6.367 1.426 4.214
H 8.013 1.631 3.574
H 6.739 2.795 3.159
C -3.483 -0.040 -6.754
C -2.644 1.193 -6.502
O -1.236 0.905 -6.596
C -0.755 0.774 -7.828
O -1.369 0.912 -8.854
O 0.543 0.473 -7.736
C 1.183 0.242 -8.993
H -3.187 -0.850 -6.085
H -4.537 0.171 -6.598
H -3.347 -0.388 -7.778
H -2.795 1.555 -5.494
H -2.904 2.001 -7.186
H 1.033 1.082 -9.667
H 0.805 -0.672 -9.448
H 2.242 0.131 -8.779
*
```